(1)
C5H15NO2 | ωB97M-V with the def2-TZVPD basis set

```
! RIJCOSX wB97M-V def2-TZVPD def2/J DEFGRID3
* xyz 0 1
C 0.042 -1.410 -1.210
N -0.553 -0.029 -1.317
C -1.192 0.411 -0.097
C -1.186 1.723 0.096
C -1.673 2.391 1.346
C -1.747 -0.631 0.940
H 1.027 -1.453 -1.647
H 0.093 -1.860 -0.217
H -0.590 -2.059 -1.829
H 0.160 0.605 -1.662
H -0.749 2.415 -0.650
H -2.258 3.309 1.170
H -2.512 1.872 1.864
H -0.762 2.655 1.899
H -0.885 -1.250 1.178
H -2.534 -1.232 0.570
H -2.122 -0.192 1.857
H 3.518 0.305 -0.335
H 2.576 0.071 -1.552
O 2.615 0.119 -0.597
H 2.684 -1.937 -0.646
H 2.809 -1.629 0.747
O 3.238 -2.193 0.093
*
```

The LUMO energy comes out at 0.5 eV. Its SMILES is C/C=C(\C)NC.O.O. The value obtained for the total energy is -404.66725 Eh. For the strongest force on any atom, the calculation gives 2.65 eV/Å. The value obtained for the HOMO energy is -7.688 eV. The energy above the lowest of the compared OMol25 structures with the same formula, charge and spin comes out at 55.1 kcal/mol. The HOMO-LUMO gap comes out at 8.157 eV.

Here are the Mulliken charges for atoms 1 to 6, given in e:
1. C -0.91
2. N -0.36
3. C 0.71
4. C -0.30
5. C -1.19
6. C -1.19

***

(2)
C5H15NO2 | ωB97M-V with the def2-TZVPD basis set

```
! RIJCOSX wB97M-V def2-TZVPD def2/J DEFGRID3
* xyz 0 1
C -2.273 -0.359 -1.567
C -1.087 -1.023 -0.861
C -1.238 -1.123 0.657
C -1.304 0.228 1.364
C 0.902 0.734 1.902
N -0.074 1.011 1.157
H -2.632 -0.859 -2.462
H -2.061 0.692 -1.782
H -3.094 -0.276 -0.843
H -0.159 -0.521 -1.133
H -0.981 -2.032 -1.268
H -0.459 -1.757 1.084
H -2.197 -1.629 0.810
H -2.121 0.815 0.944
H -1.490 0.107 2.436
H 1.835 1.280 1.764
H 0.840 0.084 2.783
H 0.945 1.642 -0.442
H 1.588 0.453 -1.255
O 1.547 1.422 -1.175
H 3.081 0.150 -0.625
H 3.395 -1.287 -1.280
O 2.749 -0.730 -0.838
*
```

The LUMO energy comes out at 0.8 eV. Its SMILES is C=NCCCC.O.O. The value obtained for the total energy is -404.70257 Eh. For the strongest force on any atom, the calculation gives 1.37 eV/Å. The value obtained for the HOMO energy is -9.934 eV. The energy above the lowest of the compared OMol25 structures with the same formula, charge and spin comes out at 32.9 kcal/mol. The HOMO-LUMO gap comes out at 10.693 eV.

Here are the Mulliken charges for atoms 1 to 6, given in e:
1. C -1.18
2. C 0.35
3. C -0.68
4. C -0.75
5. C -0.29
6. N -0.43

***

(3)
C5H15NO2 | ωB97M-V with the def2-TZVPD basis set

```
! RIJCOSX wB97M-V def2-TZVPD def2/J DEFGRID3
* xyz 0 1
C -1.883 1.376 -0.436
N -0.491 1.789 -0.609
C 0.455 0.828 -0.159
C 0.310 -0.476 -0.419
C 1.352 -1.513 -0.072
C 1.782 1.460 0.223
H -2.121 0.400 -0.850
H -2.176 1.292 0.622
H -2.553 2.113 -0.870
H -0.372 2.663 -0.138
H -0.519 -0.847 -1.006
H 0.961 -2.130 0.735
H 1.872 -1.965 -0.917
H 2.204 -1.053 0.449
H 2.463 1.131 -0.567
H 2.153 1.092 1.173
H 1.748 2.546 0.174
H -2.121 -2.662 -2.176
H -2.873 -1.439 -2.654
O -2.803 -2.037 -1.901
H 0.205 -0.631 2.756
H 1.640 -1.052 3.146
O 0.764 -0.884 3.495
*
```

The LUMO energy comes out at 0.7 eV. Its SMILES is C/C=C(\C)NC.O.O. The value obtained for the total energy is -404.69490 Eh. For the strongest force on any atom, the calculation gives 1.90 eV/Å. The value obtained for the HOMO energy is -7.987 eV. The energy above the lowest of the compared OMol25 structures with the same formula, charge and spin comes out at 37.8 kcal/mol. The HOMO-LUMO gap comes out at 8.682 eV.

Here are the Mulliken charges for atoms 1 to 6, given in e:
1. C -0.88
2. N -0.37
3. C 0.92
4. C -0.28
5. C -1.28
6. C -1.36